1.
Formula: C29H30ClInN6O9PS
Source: the OMol25 dataset
Level of theory: ωB97M-V with the def2-TZVPD basis set

- DFT total energy: -95749.3890 eV
- Lowest unoccupied orbital energy: 0.0336 hartree
- Maximum force: 4.5 eV Å⁻¹
- Frontier orbital gap: 3.49 eV
- Net charge: -1
- Energy above the lowest of the compared OMol25 structures with the same formula, charge and spin: 94.9 kcal/mol
- E_HOMO: -0.0948 Eh

Cartesian coordinates (Å):
In (1.12, -0.23, 0.40)
O (-3.74, 2.93, 2.78)
C (-2.69, 2.07, 2.73)
C (-1.42, 2.39, 3.13)
C (-0.48, 1.42, 2.90)
N (-0.88, 0.07, 2.79)
C (-1.89, -0.04, 1.87)
C (-2.90, 0.88, 1.96)
C (-1.80, -1.04, 0.82)
O (-2.86, -1.48, 0.33)
O (-0.62, -1.40, 0.27)
C (0.98, 1.72, 2.70)
O (1.37, 2.82, 3.12)
O (1.83, 0.91, 2.01)
H (-3.64, 3.57, 3.48)
H (-1.13, 3.46, 3.38)
H (-3.83, 0.78, 1.33)
N (3.58, -1.90, -2.66)
C (2.89, -1.14, -3.52)
C (1.95, -0.43, -2.80)
N (2.05, -0.84, -1.46)
C (3.08, -1.78, -1.43)
C (3.63, -2.25, -0.17)
N (2.97, -1.83, 0.92)
C (3.88, -2.13, 1.94)
C (4.92, -2.80, 1.48)
N (4.76, -2.97, 0.08)
H (4.25, -2.61, -2.91)
H (3.01, -1.03, -4.58)
H (1.17, 0.17, -3.25)
H (3.42, -2.02, 2.98)
H (5.65, -3.49, 1.97)
H (5.48, -3.21, -0.60)
N (-3.74, -1.96, -2.74)
C (-3.18, -0.99, -3.57)
C (-3.01, 0.34, -2.99)
C (-2.04, 1.15, -3.47)
C (-1.35, 0.86, -4.68)
C (-1.62, -0.38, -5.29)
C (-2.49, -1.29, -4.74)
S (-0.15, 1.83, -5.45)
O (-0.76, 2.14, -6.71)
O (0.90, 0.79, -5.45)
O (0.12, 2.95, -4.56)
H (-3.61, -1.74, -1.73)
H (-4.23, -2.79, -3.03)
H (-3.54, 0.57, -2.07)
H (-1.81, 2.11, -2.92)
H (-1.00, -0.68, -6.18)
H (-2.49, -2.27, -5.13)
C (3.10, 3.27, 0.32)
P (1.55, 3.16, -0.64)
C (0.43, 4.36, 0.06)
C (2.18, 3.62, -2.32)
O (1.00, 1.73, -0.73)
H (3.36, 4.34, 0.30)
H (3.90, 2.70, -0.21)
H (2.92, 2.94, 1.37)
H (0.67, 5.37, -0.22)
H (0.32, 4.28, 1.14)
H (-0.59, 4.10, -0.38)
H (2.91, 4.45, -2.18)
H (1.55, 3.88, -3.18)
H (2.85, 2.80, -2.57)
Cl (0.65, -4.09, 3.55)
C (-0.99, -3.55, 3.82)
C (-2.00, -4.50, 4.02)
C (-3.31, -4.17, 4.34)
C (-3.61, -2.83, 4.59)
C (-2.61, -1.89, 4.42)
C (-1.38, -2.17, 3.96)
C (-0.35, -1.09, 3.73)
H (-1.56, -5.59, 3.90)
H (-4.13, -4.96, 4.40)
H (-4.56, -2.40, 4.72)
H (-2.93, -0.87, 4.53)
H (0.49, -1.46, 3.25)
H (0.02, -0.63, 4.68)

2.
Formula: C29H30N2O6
Source: the OMol25 dataset
Level of theory: ωB97M-V with the def2-TZVPD basis set

- DFT total energy: -45826.6444 eV
- Lowest unoccupied orbital energy: 0.0198 hartree
- Structure (SMILES): COCc1cccc(N2C(=O)[C@@H]3C(C)=C[C@@H]([C@H]4CC(=O)N(c5cccc(COC)c5)C4=O)C[C@@H]3C2=O)c1
- Maximum force: 0.5 eV Å⁻¹
- Frontier orbital gap: 9.80 eV
- Net charge: 0
- Energy above the lowest of the compared OMol25 structures with the same formula, charge and spin: 0.2 kcal/mol
- E_HOMO: -0.3404 Eh

Cartesian coordinates (Å):
C (-5.42, -3.97, -1.26)
H (-5.46, -3.03, -1.83)
O (-6.03, -3.84, 0.00)
C (-5.41, -2.88, 0.83)
C (-5.59, -1.46, 0.34)
C (-4.53, -0.57, 0.34)
C (-4.72, 0.73, -0.10)
C (-5.96, 1.15, -0.57)
C (-7.01, 0.25, -0.58)
C (-6.83, -1.04, -0.12)
H (-7.65, -1.75, -0.13)
H (-7.98, 0.56, -0.94)
H (-6.09, 2.16, -0.92)
N (-3.62, 1.63, -0.11)
C (-2.77, 1.77, 0.97)
O (-2.93, 1.27, 2.05)
C (-1.59, 2.63, 0.53)
C (-2.02, 3.17, -0.83)
C (-3.25, 2.38, -1.21)
O (-3.83, 2.38, -2.27)
H (-1.26, 3.05, -1.61)
H (-2.29, 4.22, -0.79)
H (-1.42, 3.42, 1.26)
C (-0.33, 1.73, 0.47)
C (-0.63, 0.45, -0.26)
C (-0.08, -0.72, 0.02)
C (-0.47, -1.99, -0.66)
H (-1.17, -1.80, -1.47)
H (0.41, -2.49, -1.06)
H (-0.94, -2.67, 0.06)
C (1.02, -0.86, 1.05)
C (2.31, -1.09, 0.26)
O (2.61, -2.06, -0.37)
N (3.07, 0.06, 0.35)
C (2.53, 1.02, 1.20)
O (2.99, 2.11, 1.39)
C (1.30, 0.41, 1.85)
C (0.15, 1.41, 1.89)
H (-0.68, 1.00, 2.46)
H (0.49, 2.32, 2.38)
H (1.58, 0.16, 2.88)
C (4.29, 0.24, -0.35)
C (4.51, 1.41, -1.07)
C (5.70, 1.58, -1.74)
C (6.67, 0.59, -1.70)
C (6.46, -0.58, -0.99)
C (5.26, -0.75, -0.31)
H (5.09, -1.66, 0.25)
C (7.50, -1.67, -0.92)
O (7.72, -2.15, 0.39)
C (8.32, -1.20, 1.24)
H (9.29, -0.89, 0.85)
H (7.69, -0.31, 1.37)
H (8.45, -1.69, 2.20)
H (8.45, -1.31, -1.35)
H (7.16, -2.54, -1.49)
H (7.61, 0.74, -2.23)
H (5.88, 2.49, -2.30)
H (3.75, 2.18, -1.09)
H (0.82, -1.73, 1.67)
H (-1.37, 0.50, -1.05)
H (0.45, 2.29, -0.05)
H (-3.55, -0.88, 0.69)
H (-4.34, -3.10, 0.94)
H (-5.89, -2.99, 1.81)
H (-5.97, -4.74, -1.79)
H (-4.37, -4.27, -1.16)

3.
Formula: C29H30N4OPS2V
Source: the OMol25 dataset
Level of theory: ωB97M-V with the def2-TZVPD basis set

- Spin multiplicity: 3
- DFT total energy: -95201.4427 eV
- Lowest unoccupied orbital energy (spin up / spin down): -0.2161 / -0.2075 hartree
- Maximum force: 2.3 eV Å⁻¹
- Frontier orbital gap (spin up / spin down): 8.01 / 8.25 eV
- Net charge: +2
- Energy above the lowest of the compared OMol25 structures with the same formula, charge and spin: 59.2 kcal/mol
- E_HOMO (spin up / spin down): -0.5103 / -0.5106 Eh

Cartesian coordinates (Å):
V (0.12, 0.15, -0.03)
O (1.78, -0.46, -0.17)
C (1.06, -1.57, -0.14)
C (1.23, -2.50, 1.02)
C (1.68, -3.82, 0.98)
C (1.90, -4.52, 2.15)
C (1.69, -3.92, 3.39)
C (1.23, -2.62, 3.44)
C (1.00, -1.91, 2.27)
P (0.34, -0.21, 2.29)
C (1.66, 0.76, 3.05)
C (2.99, 0.37, 2.85)
C (4.02, 1.16, 3.34)
C (3.74, 2.33, 4.02)
C (2.42, 2.73, 4.21)
C (1.39, 1.95, 3.73)
C (-1.10, -0.41, 3.36)
C (-1.06, -0.30, 4.75)
C (-2.19, -0.61, 5.49)
C (-3.35, -1.03, 4.86)
C (-3.39, -1.13, 3.47)
C (-2.27, -0.82, 2.72)
H (1.89, -4.34, 0.05)
H (2.25, -5.55, 2.10)
H (1.89, -4.47, 4.30)
H (1.05, -2.15, 4.40)
H (3.21, -0.55, 2.33)
H (5.04, 0.85, 3.18)
H (4.55, 2.94, 4.41)
H (2.20, 3.65, 4.75)
H (0.36, 2.25, 3.88)
H (-0.14, 0.02, 5.24)
H (-2.15, -0.54, 6.57)
H (-4.22, -1.27, 5.45)
H (-4.30, -1.47, 2.99)
H (-2.29, -0.90, 1.64)
N (1.13, -2.35, -1.49)
C (2.00, -1.75, -2.55)
C (1.27, -0.70, -3.36)
N (0.84, 0.44, -2.53)
H (1.49, -3.28, -1.26)
H (0.18, -2.48, -1.84)
H (2.32, -2.55, -3.22)
H (2.86, -1.33, -2.06)
H (0.38, -1.15, -3.83)
H (1.93, -0.40, -4.17)
H (0.27, 1.06, -3.10)
H (1.66, 0.97, -2.27)
C (-2.21, 2.96, 4.08)
C (-1.68, 3.27, 2.72)
N (-1.63, 2.43, 1.73)
C (-1.22, 3.04, 0.57)
C (-0.88, 4.36, 0.69)
S (-1.16, 4.87, 2.29)
C (-1.51, 2.35, -0.69)
C (-2.06, 2.94, -1.78)
S (-2.63, 1.76, -2.89)
C (-2.08, 0.51, -1.85)
N (-1.49, 0.96, -0.76)
C (-2.30, -0.93, -2.17)
H (-2.74, 3.82, 4.48)
H (-1.42, 2.71, 4.78)
H (-2.89, 2.11, 4.01)
H (-0.54, 5.05, -0.06)
H (-2.22, 3.99, -1.95)
H (-3.35, -1.11, -2.37)
H (-2.00, -1.54, -1.31)
H (-1.75, -1.22, -3.06)

4.
Formula: C29H30N6O8PSiTl
Source: the OMol25 dataset
Level of theory: ωB97M-V with the def2-TZVPD basis set

- DFT total energy: -77738.4679 eV
- Lowest unoccupied orbital energy: 0.1518 hartree
- Maximum force: 0.7 eV Å⁻¹
- Frontier orbital gap: 4.97 eV
- Net charge: -2
- Energy above the lowest of the compared OMol25 structures with the same formula, charge and spin: 4.1 kcal/mol
- E_HOMO: -0.0308 Eh

Cartesian coordinates (Å):
Tl (-0.01, 1.25, 2.27)
C (3.53, 1.63, 2.09)
Si (2.58, 0.51, 0.86)
C (3.48, -1.17, 1.14)
C (3.34, 1.00, -0.83)
C (3.14, 0.18, -1.96)
C (3.66, 0.50, -3.21)
C (4.39, 1.67, -3.38)
C (4.59, 2.52, -2.29)
C (4.06, 2.19, -1.04)
H (4.62, 1.58, 1.97)
H (3.29, 1.33, 3.11)
H (3.22, 2.68, 1.98)
H (4.54, -1.11, 0.85)
H (3.02, -1.98, 0.56)
H (3.43, -1.45, 2.20)
H (2.54, -0.72, -1.85)
H (3.47, -0.15, -4.05)
H (4.79, 1.93, -4.36)
H (5.14, 3.44, -2.42)
H (4.21, 2.88, -0.22)
O (1.70, 4.91, 0.73)
C (0.89, 4.03, 0.41)
O (0.05, 3.41, 1.12)
C (0.93, 3.58, -1.06)
C (0.38, 2.36, -1.45)
C (0.47, 1.99, -2.78)
C (1.02, 2.79, -3.75)
C (1.55, 4.00, -3.33)
C (1.53, 4.40, -2.01)
N (2.18, 4.87, -4.35)
O (2.26, 4.46, -5.49)
O (2.58, 5.96, -3.99)
N (-0.04, 0.66, -3.20)
O (-0.31, 0.51, -4.38)
O (-0.16, -0.18, -2.34)
H (-0.12, 1.73, -0.74)
H (1.07, 2.48, -4.78)
H (1.98, 5.33, -1.69)
C (0.12, -4.95, 2.79)
N (-0.34, -3.66, 3.29)
C (-1.79, -3.58, 3.13)
N (-2.25, -3.83, 1.76)
C (-1.73, -5.11, 1.32)
N (-0.28, -5.25, 1.41)
C (0.39, -4.32, 0.48)
P (0.03, -2.50, 0.74)
C (0.34, -2.55, 2.58)
C (-1.82, -2.74, 0.87)
H (-0.31, -5.73, 3.43)
H (1.20, -5.00, 2.87)
H (-2.13, -2.59, 3.44)
H (-2.24, -4.33, 3.78)
H (-2.03, -5.28, 0.28)
H (-2.18, -5.89, 1.94)
H (0.10, -4.58, -0.54)
H (1.47, -4.47, 0.55)
H (0.00, -1.61, 3.01)
H (1.41, -2.62, 2.75)
H (-2.21, -2.91, -0.14)
H (-2.24, -1.80, 1.22)
O (-3.00, -0.16, 3.04)
C (-3.25, 0.30, 1.94)
N (-2.37, 0.74, 0.98)
C (-3.09, 1.10, -0.14)
O (-2.65, 1.54, -1.18)
C (-4.57, 0.87, 0.11)
C (-5.68, 1.06, -0.68)
C (-6.93, 0.78, -0.12)
C (-7.03, 0.32, 1.19)
C (-5.90, 0.13, 1.98)
C (-4.67, 0.41, 1.41)
H (-5.57, 1.42, -1.70)
H (-7.82, 0.91, -0.72)
H (-8.02, 0.12, 1.60)
H (-5.96, -0.22, 3.00)